DFT (ωB97M-V with the def2-TZVPD basis set) results for a molecular structure, C25H47ClIMnNO3Si2.

HOMO level (spin up / spin down) = -0.379 / -0.381 hartree
Energy = -3748.94660 a.u.
Orbital gap (spin up / spin down) = 4.51 / 6.57 eV
2S+1 = 5
Net charge = +1

Positions of all 81 atoms, in Å:
O (-1.60898, 0.61870, 0.73405)
O (3.17627, 1.47127, 2.52406)
C (-1.54725, 2.01874, 0.26509)
C (-2.90756, 2.67806, 0.28374)
H (-1.15023, 1.96710, -0.75481)
H (-0.82896, 2.53439, 0.91501)
H (-3.65322, 2.08636, -0.26097)
H (-2.83646, 3.65481, -0.19912)
H (-3.26340, 2.83846, 1.30700)
C (-2.23600, 0.50346, 2.06996)
C (-1.41874, 1.18176, 3.13904)
H (-2.34808, -0.56714, 2.25608)
H (-3.23280, 0.95348, 1.99338)
H (-0.41742, 0.74907, 3.21198)
H (-1.91685, 1.02996, 4.09994)
H (-1.33123, 2.25976, 2.96093)
C (4.09583, 0.52046, 3.09573)
C (3.35298, 2.83493, 2.94609)
C (3.47316, -0.29798, 4.21574)
H (5.00724, 1.02461, 3.46327)
H (4.36586, -0.14458, 2.26479)
H (3.18758, 0.33168, 5.06404)
H (4.19840, -1.03150, 4.57572)
H (2.59002, -0.84307, 3.86842)
C (3.27078, 3.06965, 4.44839)
H (2.55833, 3.39670, 2.44078)
H (4.32458, 3.19464, 2.57037)
H (2.33451, 2.69064, 4.87209)
H (3.31255, 4.14397, 4.64936)
H (4.11103, 2.61007, 4.97832)
H (2.86052, 0.74828, 0.01722)
Mn (-1.70015, -0.95834, -0.71209)
C (3.34478, 0.19741, -0.80521)
Si (4.56455, 1.24711, -1.79642)
H (3.87910, -0.65286, -0.35858)
H (2.56728, -0.19800, -1.46081)
C (3.92667, 3.01573, -1.81659)
C (4.74439, 0.64394, -3.56951)
C (6.25423, 1.21393, -0.96676)
C (-1.64032, 0.12841, -2.49056)
Si (-2.05334, -0.73549, -4.10616)
H (-0.65537, 0.62318, -2.49295)
H (-2.37819, 0.93781, -2.35015)
C (-0.53775, -0.75508, -5.23244)
C (-3.42089, 0.29646, -4.91516)
C (-2.71273, -2.49006, -3.96507)
H (7.00059, 1.74569, -1.57198)
H (6.60841, 0.18455, -0.82512)
H (6.21275, 1.69460, 0.01949)
H (3.01954, 3.09615, -2.42941)
H (4.67654, 3.70379, -2.22670)
H (3.67997, 3.34642, -0.79968)
H (3.76783, 0.43915, -4.02662)
H (5.33759, -0.27816, -3.61852)
H (5.25055, 1.39638, -4.18955)
H (-3.21842, 1.36400, -4.75071)
H (-4.40071, 0.06226, -4.47492)
H (-3.47650, 0.12106, -5.99873)
H (-3.62827, -2.52318, -3.35973)
H (-1.97727, -3.17052, -3.51574)
H (-2.95366, -2.88320, -4.96465)
H (-0.79825, -1.04166, -6.26131)
H (0.21767, -1.46376, -4.86620)
H (-0.07448, 0.24039, -5.26828)
Cl (-6.07156, -5.12703, 2.78633)
C (-5.34250, -4.03544, 1.69123)
C (-6.14918, -3.35280, 0.78278)
C (-5.60237, -2.44867, -0.12989)
I (-6.76473, -1.40407, -1.50386)
C (-4.20112, -2.20253, -0.14261)
O (-3.69656, -1.29803, -0.90669)
C (-3.35590, -2.94100, 0.76774)
N (-2.03103, -2.59458, 0.77717)
C (-1.21685, -3.15349, 1.69871)
C (-1.70374, -4.05761, 2.66246)
C (-3.04455, -4.39281, 2.67866)
C (-3.92296, -3.83943, 1.72941)
H (-7.21810, -3.50793, 0.76874)
H (-0.16271, -2.87268, 1.66839)
H (-1.01373, -4.47726, 3.39375)
H (-3.45097, -5.06954, 3.42879)